{
  "formula": "C26H32FeNO5S",
  "method": "ωB97M-V/def2-TZVPD",
  "elements": ["O", "C", "C", "H", "H", "C", "H", "H", "C", "H", "H", "H", "C", "H", "H", "H", "Fe", "C", "C", "C", "H", "C", "C", "H", "H", "H", "H", "C", "C", "C", "H", "C", "C", "H", "H", "H", "H", "O", "C", "C", "H", "H", "C", "H", "H", "C", "H", "H", "H", "H", "O", "C", "N", "S", "O", "O", "C", "C", "C", "C", "C", "C", "H", "H", "H", "H"],
  "xyz": [[2.61197, 1.73102, -3.87068], [1.68086, 2.11941, -4.93007], [2.70787, 2.43898, -5.99927], [1.09834, 3.00521, -4.64234], [1.04068, 1.26676, -5.19189], [3.67460, 2.08737, -4.80862], [2.65943, 3.49720, -6.32330], [2.63794, 1.70024, -6.82085], [4.45853, 3.29386, -4.33087], [3.79966, 4.13737, -4.13407], [5.19633, 3.63316, -5.06359], [4.98414, 3.04397, -3.41235], [4.55715, 0.90295, -5.11470], [3.96107, 0.05692, -5.44204], [5.08951, 0.61448, -4.21612], [5.28514, 1.11027, -5.90053], [0.10128, -1.59234, 2.23429], [-0.04281, -3.82492, 2.08165], [-1.42045, -3.60663, 1.78195], [-1.51427, -2.75473, 0.64346], [-2.25584, -4.08157, 2.28624], [-0.18318, -2.41693, 0.21590], [0.75211, -3.12347, 1.08469], [1.81201, -3.25236, 0.89545], [0.34109, -4.51446, 2.83084], [-2.41782, -2.50152, 0.10553], [0.07558, -1.92026, -0.71034], [0.97315, -1.13945, 4.15516], [1.88720, -1.69330, 3.22148], [1.88801, -0.85193, 2.03546], [2.55449, -2.53101, 3.40666], [0.92392, 0.20409, 2.24244], [0.35418, 0.00919, 3.55493], [-0.27601, 0.71718, 4.07337], [0.82882, -1.45661, 5.18430], [2.59274, -0.90577, 1.20952], [0.73293, 1.04205, 1.57804], [0.56667, 1.96203, -1.25223], [1.30720, 0.75199, -1.54541], [0.54810, 0.08420, -2.73536], [1.21474, 0.06307, -0.68759], [2.37295, 0.99635, -1.69022], [-0.63991, 1.08733, -3.02615], [0.04491, -0.83328, -2.38114], [1.16346, -0.19510, -3.59636], [-0.81893, 1.59878, -1.60192], [-1.48766, 0.59344, -3.51303], [-0.29784, 1.85530, -3.72284], [-1.16232, 0.70090, -1.03855], [-1.47364, 2.46884, -1.42126], [-1.76376, -2.53960, 4.82774], [-2.29884, -1.67280, 4.11793], [-1.76261, -1.18017, 2.93258], [-2.63840, 0.01764, 2.19999], [-1.96148, 1.28722, 2.28056], [-3.13123, -0.39890, 0.90883], [-3.89046, -0.06524, 3.42237], [-5.02824, 0.73416, 3.49602], [-5.89361, 0.56404, 4.58702], [-5.60389, -0.39159, 5.58134], [-4.43841, -1.16326, 5.49457], [-3.58078, -1.00202, 4.39571], [-5.20800, 1.46376, 2.71060], [-6.80371, 1.16333, 4.65730], [-6.29617, -0.50405, 6.42511], [-4.18849, -1.89080, 6.26466]],
  "atomic_forces_ev_per_a": [[0.3, 0.9, -2.2], [-1.2, -0.1, 0.4], [-0.2, -0.3, 0.9], [-0.1, -0.4, 0.1], [-0.1, 0.4, 0.2], [0.9, 0.4, -1.2], [0.4, -0.7, 0.0], [0.5, 0.6, 0.3], [0.1, 0.0, 0.2], [-0.1, 0.0, 0.1], [-0.1, -0.2, -0.1], [0.1, 0.0, 0.2], [0.1, -0.1, 0.2], [-0.2, -0.1, 0.0], [0.2, -0.2, 0.2], [0.0, 0.2, 0.0], [-4.5, -2.7, -0.7], [0.0, -0.3, -1.5], [0.8, -0.3, -1.2], [1.3, -1.2, -0.3], [0.2, 0.4, 0.2], [-0.5, -1.8, 0.1], [-1.5, -1.6, -1.2], [-0.2, 0.2, 0.2], [-0.1, 0.4, -0.1], [0.1, 0.3, 0.4], [0.0, 0.1, 0.3], [0.9, 1.5, 0.3], [1.7, 1.4, 0.7], [1.9, 1.4, 1.5], [-0.3, 0.1, -0.1], [1.2, 1.3, 0.7], [2.7, 0.8, 0.9], [-0.3, -0.3, -0.3], [-0.2, -0.2, -0.4], [-0.4, -0.2, 0.1], [0.0, -0.2, 0.2], [-1.0, -1.0, -0.1], [-0.5, -0.2, 0.3], [-0.9, 0.0, 0.0], [0.1, 0.3, -0.1], [-0.7, 0.0, -0.2], [1.1, -0.4, -0.3], [0.4, 0.2, -0.1], [-0.1, 0.3, 0.2], [0.7, 0.0, -0.1], [0.0, -0.1, 0.5], [-0.3, 0.1, 0.5], [0.1, 0.8, 0.3], [0.4, -0.4, -0.1], [-0.9, 1.1, -0.7], [1.8, -0.5, -1.1], [-2.1, 0.5, 0.9], [0.9, -1.6, 0.9], [-0.4, 0.1, -0.2], [-0.2, 0.5, 0.3], [-1.3, 0.7, 0.5], [0.0, -0.3, 0.3], [0.2, -0.3, -0.1], [0.1, 0.3, -0.4], [0.0, 0.0, -0.3], [-1.3, 0.6, 0.6], [-0.1, -0.1, 0.2], [0.3, -0.2, 0.0], [0.4, 0.0, -0.3], [0.0, 0.1, -0.2]],
  "total_energy_ha": -3102.654810,
  "lumo_energy_ev": [2.27, 2.27],
  "homo_lumo_gap_ev": [4.7, 6.3],
  "multiplicity": 5,
  "relative_energy_kcal_mol": 0.0,
  "homo_energy_ev": [-2.47, -4.06],
  "charge": -1
}

{
  "formula": "C26H32GaN6O10S2",
  "method": "ωB97M-V/def2-TZVPD",
  "elements": ["Ga", "O", "S", "O", "O", "O", "C", "O", "C", "C", "C", "C", "C", "C", "N", "C", "C", "C", "C", "C", "C", "C", "O", "H", "H", "H", "H", "H", "H", "H", "H", "H", "H", "H", "H", "H", "C", "C", "S", "O", "O", "C", "C", "N", "C", "N", "C", "C", "N", "O", "O", "C", "H", "H", "H", "H", "H", "H", "H", "H", "H", "H", "H", "H", "H", "C", "C", "N", "C", "C", "N", "H", "H", "H", "H", "H", "H"],
  "xyz": [[0.60162, 0.44020, -0.11658], [-1.57102, 1.74585, -2.61955], [-1.02418, 0.64987, -1.89236], [-1.23452, 0.85065, -0.35369], [-1.45580, -0.66879, -2.24935], [0.54920, 0.68435, -1.93279], [-4.22840, 4.35649, -1.08490], [-3.17085, 4.09802, -0.16043], [-1.98738, 4.70602, -0.35207], [-1.70119, 5.60501, -1.37206], [-0.47444, 6.23657, -1.41065], [0.47328, 6.01417, -0.41608], [0.20806, 5.11571, 0.59258], [-1.00484, 4.42740, 0.61328], [-1.39675, 3.51788, 1.61233], [-0.76624, 2.92445, 2.58064], [0.65100, 2.82321, 2.81598], [1.12639, 2.99829, 4.12730], [2.47327, 2.99561, 4.39883], [3.38276, 2.78307, 3.36356], [2.93932, 2.50680, 2.08731], [1.57193, 2.46610, 1.78966], [1.17271, 2.04491, 0.60821], [-5.08666, 3.80447, -0.71484], [-3.95016, 3.99828, -2.07483], [-4.46167, 5.42228, -1.11134], [-2.41989, 5.78243, -2.15686], [-0.25903, 6.92873, -2.21319], [1.41584, 6.54291, -0.42922], [0.91505, 4.97728, 1.39555], [-2.39535, 3.32776, 1.52887], [-1.41556, 2.49699, 3.33891], [0.41302, 3.20397, 4.91662], [2.82387, 3.17973, 5.40434], [4.44479, 2.80442, 3.57040], [3.63418, 2.31206, 1.28025], [-3.56752, -3.71099, -1.90880], [-3.40187, -4.91264, -2.81946], [-1.68632, -5.41182, -2.99734], [-0.89316, -4.29718, -3.45402], [-1.63902, -6.62383, -3.76665], [-1.13429, -5.83676, -1.30086], [0.14077, -5.13175, -0.82136], [-0.05281, -3.79113, -0.24762], [0.45842, -2.62613, -0.70645], [0.06418, -1.61685, 0.07722], [-0.71916, -2.12912, 1.05338], [-0.78853, -3.47835, 0.88835], [-1.36911, -4.40954, 1.80321], [-1.23499, -5.60135, 1.58248], [-1.94824, -3.92965, 2.75706], [1.37673, -2.48876, -1.85813], [-4.59660, -3.35595, -1.95356], [-2.92229, -2.89169, -2.21707], [-3.35585, -3.96346, -0.86765], [-3.71194, -4.69739, -3.84237], [-3.92238, -5.80394, -2.46875], [-0.94948, -6.90715, -1.35552], [-1.97301, -5.65946, -0.63301], [0.83407, -5.03094, -1.65323], [0.58547, -5.75393, -0.04953], [-1.17130, -1.52422, 1.82050], [2.27627, -3.09063, -1.71739], [1.63495, -1.44323, -1.99221], [0.86602, -2.82876, -2.75502], [3.98982, 0.40877, -1.00931], [3.59710, -0.22850, 0.27390], [2.36152, -0.36731, 0.72070], [2.42908, -0.98991, 1.94966], [3.72887, -1.23912, 2.24141], [4.44931, -0.75665, 1.17386], [3.12514, 0.91394, -1.43649], [4.35012, -0.33411, -1.72246], [4.78759, 1.13469, -0.85175], [1.54761, -1.20079, 2.52952], [4.19178, -1.70993, 3.08962], [5.45067, -0.78766, 1.08134]],
  "atomic_forces_ev_per_a": [[1.4, -0.9, 1.6], [0.1, 0.2, 0.0], [-1.3, 0.2, -0.8], [0.2, 0.0, -0.3], [0.0, -0.3, -0.1], [-0.1, 0.0, -0.2], [0.0, 0.0, 0.0], [-0.1, -0.2, 0.0], [0.2, 0.1, 0.1], [-0.1, -0.2, -0.1], [0.2, 0.0, 0.1], [0.0, 0.1, -0.1], [-0.2, -0.3, 0.2], [0.4, 0.3, -0.5], [-0.1, -0.3, 0.3], [-0.1, 0.1, 0.0], [0.4, -0.1, -0.3], [-0.2, 0.2, -0.1], [0.1, 0.1, 0.2], [-0.1, -0.1, -0.1], [0.1, 0.1, 0.0], [-0.1, -0.4, 0.1], [-0.3, 0.9, 0.2], [0.0, 0.0, 0.0], [0.0, 0.0, 0.0], [0.0, 0.0, 0.0], [-0.1, 0.0, 0.0], [0.0, 0.0, 0.0], [0.0, 0.0, 0.0], [0.1, -0.1, 0.0], [0.0, 0.1, 0.2], [-0.1, -0.1, -0.1], [0.0, 0.0, 0.0], [0.0, 0.0, 0.0], [0.0, 0.0, 0.0], [0.0, 0.0, 0.0], [-0.1, 0.1, 0.0], [0.4, 0.0, 0.1], [0.3, -0.2, 0.0], [0.0, 0.4, 0.3], [-0.2, -0.1, 0.1], [-0.2, 0.4, -0.4], [-0.2, -0.2, -0.3], [-0.2, 0.0, 0.1], [-0.1, -0.1, 0.4], [0.0, 0.1, -0.2], [-0.1, -0.1, 0.2], [0.2, 0.4, -0.2], [-0.2, -0.1, 0.1], [0.0, 0.1, 0.1], [0.0, -0.1, -0.1], [-0.2, -0.2, -0.1], [0.0, 0.0, 0.0], [0.1, 0.1, 0.0], [0.0, 0.0, 0.0], [0.0, -0.1, 0.0], [-0.1, 0.0, 0.0], [0.0, 0.0, 0.1], [0.0, -0.1, 0.0], [0.0, 0.1, 0.0], [0.1, 0.0, 0.0], [-0.1, -0.1, 0.0], [0.0, 0.0, 0.0], [0.0, 0.0, 0.0], [0.0, 0.0, -0.2], [0.0, -0.1, 0.0], [-0.1, 0.0, 0.0], [0.0, 0.2, -0.3], [0.1, 0.0, 0.0], [-0.1, 0.0, 0.1], [0.0, 0.0, 0.0], [0.1, 0.1, -0.1], [0.0, 0.0, 0.0], [0.0, 0.0, 0.0], [0.0, -0.1, 0.0], [0.0, 0.0, 0.0], [0.0, 0.0, 0.0]],
  "total_energy_ha": -4811.861226,
  "lumo_energy_ev": -3.79,
  "homo_lumo_gap_ev": 7.3,
  "relative_energy_kcal_mol": 24.7,
  "homo_energy_ev": -11.12,
  "charge": 1
}

{
  "formula": "C26H32LuNO6",
  "method": "ωB97M-V/def2-TZVPD",
  "elements": ["O", "C", "C", "H", "H", "C", "H", "H", "C", "H", "H", "H", "C", "H", "H", "H", "Lu", "C", "C", "C", "H", "C", "C", "H", "H", "H", "H", "C", "C", "C", "H", "C", "C", "H", "H", "H", "H", "O", "C", "C", "H", "H", "C", "H", "H", "C", "H", "H", "H", "H", "O", "C", "O", "C", "C", "C", "C", "C", "C", "N", "O", "O", "H", "H", "H", "H"],
  "xyz": [[0.89522, -1.36151, -3.20126], [1.09838, -0.01411, -3.62878], [0.97560, -0.23711, -5.12866], [2.01581, 0.43936, -3.22056], [0.19950, 0.57210, -3.43556], [0.81180, -1.74418, -4.66731], [1.87298, 0.05781, -5.67580], [0.06355, 0.24089, -5.53482], [1.98848, -2.65978, -5.14404], [2.87782, -2.03739, -5.34897], [1.71980, -3.21008, -6.07975], [2.29080, -3.43549, -4.41199], [-0.56199, -2.40304, -4.89321], [-1.34493, -1.63329, -4.84780], [-0.76343, -3.14028, -4.09013], [-0.64865, -2.93713, -5.86234], [-0.57849, -1.18751, 0.34482], [-2.08087, -1.99801, 2.32526], [-1.93105, -0.65860, 2.75625], [-2.57166, 0.19320, 1.81705], [-1.45268, -0.35591, 3.69234], [-3.10223, -0.61972, 0.76533], [-2.83420, -1.98305, 1.10451], [-3.22015, -2.84833, 0.57593], [-1.74472, -2.88837, 2.86326], [-2.76024, 1.25836, 1.95935], [-3.77875, -0.28746, -0.01599], [0.89348, -2.67767, 1.40316], [0.11170, -3.42319, 0.44278], [0.47274, -2.96580, -0.85775], [-0.67099, -4.14136, 0.68657], [1.49363, -1.95903, -0.70206], [1.76062, -1.80544, 0.67943], [2.54667, -1.17876, 1.10625], [0.84449, -2.76579, 2.49660], [0.06335, -3.27145, -1.82024], [1.97920, -1.41963, -1.51995], [0.12881, 2.06571, -2.39438], [-1.23787, 1.83235, -1.83912], [-1.91944, 3.17308, -2.16212], [-1.22390, 1.78433, -0.72148], [-1.76452, 0.94283, -2.25952], [-0.71351, 4.16233, -2.02270], [-2.66652, 3.37794, -1.40244], [-2.47079, 3.24358, -3.11518], [0.48020, 3.25545, -1.69204], [-0.91233, 4.96560, -1.31099], [-0.43608, 4.61470, -2.97239], [0.50965, 3.06835, -0.58841], [1.42178, 3.50576, -2.16365], [0.49330, 2.67783, 1.67793], [0.50600, 1.51424, 2.09373], [0.30523, 0.43878, 1.34579], [0.72255, 1.32969, 3.57954], [1.39558, 0.24424, 4.20125], [1.60105, 0.16579, 5.57888], [1.08887, 1.19659, 6.37293], [0.39325, 2.27178, 5.79529], [0.23595, 2.35045, 4.41579], [1.16916, 1.10316, 7.78086], [1.72057, 0.12653, 8.32955], [0.63708, 2.03933, 8.42102], [1.77817, -0.54452, 3.56081], [2.13122, -0.65897, 6.05444], [-0.02764, 3.00748, 6.47230], [-0.27639, 3.23234, 4.03241]],
  "atomic_forces_ev_per_a": [[0.2, -0.7, -2.9], [-1.2, 1.5, -0.1], [0.2, -1.0, 0.6], [-0.4, -0.1, -0.1], [0.9, -0.3, 0.7], [0.1, -0.9, -0.3], [-0.2, -0.5, -0.3], [0.6, -0.4, 0.0], [-0.1, 0.1, 0.1], [-0.3, -0.3, 0.1], [0.1, 0.6, 0.6], [-0.4, 0.5, -0.1], [0.1, 0.0, 0.0], [0.1, -0.2, 0.0], [0.2, 0.3, -0.4], [0.2, 0.4, 0.5], [-2.1, 3.4, 1.5], [-0.4, 0.1, -0.5], [-0.4, -0.1, -0.2], [-0.2, -0.6, -0.1], [-0.1, -0.1, -0.5], [0.0, -0.1, 0.9], [0.1, 0.1, 0.1], [0.1, 0.1, 0.1], [-0.1, 0.4, -0.3], [0.4, -0.3, -0.3], [0.2, 0.0, 0.0], [0.6, -0.9, -0.2], [0.9, -0.3, 0.1], [0.7, -0.1, 0.3], [0.3, 0.2, -0.1], [0.3, -0.5, 0.3], [0.4, -1.1, -0.1], [-0.6, -0.1, -0.2], [0.0, 0.0, -0.7], [0.1, 0.0, 0.4], [-0.3, -0.4, 0.7], [-2.1, -0.7, 2.2], [0.3, 0.6, -0.8], [0.1, 0.4, 0.3], [0.4, -0.4, -0.7], [0.8, 0.5, 0.0], [0.1, 0.3, -0.5], [-0.1, 0.1, 0.2], [0.7, -0.3, 0.2], [-0.8, -0.3, 0.4], [0.1, -0.2, 0.0], [-0.5, 0.2, -0.2], [0.5, 0.1, -0.9], [0.2, 0.7, 0.5], [-0.1, -1.4, 0.2], [-0.3, -0.1, -1.4], [0.9, 1.8, 1.0], [0.2, -0.2, 1.3], [-0.2, 0.3, -0.7], [-0.2, 0.5, -0.1], [-0.4, -0.2, -2.3], [0.3, -0.5, 0.3], [0.1, -0.1, 0.4], [-0.2, 0.4, 3.5], [-0.9, 1.7, -1.3], [1.0, -1.7, -0.8], [0.0, 0.0, 0.1], [-0.2, 0.2, -0.3], [0.1, 0.0, -0.3], [0.2, -0.4, -0.2]],
  "total_energy_ha": -2751.520279,
  "lumo_energy_ev": -0.89,
  "homo_lumo_gap_ev": 7.6,
  "relative_energy_kcal_mol": 46.6,
  "homo_energy_ev": -8.51
}